{
  "formula": "C2H4O4S",
  "method": "ωB97M-V/def2-TZVPD",
  "lumo_ha": [-0.0649, -0.0649],
  "mol_weight_g_mol": 124.1,
  "homo_energy_ha": [-0.271, -0.271],
  "orbital_gap_ev": [5.6, 5.6],
  "charge": 0,
  "species": ["C", "C", "O", "O", "O", "O", "S", "H", "H", "H", "H"],
  "xyz": [[1.503, 1.108, -1.685], [0.601, 0.092, -0.430], [-3.014, -0.911, 2.179], [-0.851, -1.904, 1.590], [-0.618, 0.596, -0.019], [0.970, -1.104, -0.030], [-1.565, -0.760, 2.102], [0.856, 1.977, -1.768], [2.579, 1.052, -1.812], [-0.658, 1.405, -0.481], [0.196, -1.551, 0.355]]
}

***

{
  "formula": "C2H4OP2",
  "method": "ωB97M-V/def2-TZVPD",
  "lumo_ha": [-0.0464, -0.0620],
  "mol_weight_g_mol": 106.0,
  "homo_energy_ha": [-0.316, -0.311],
  "orbital_gap_ev": [7.3, 6.8],
  "charge": 0,
  "species": ["C", "C", "O", "P", "P", "H", "H", "H", "H"],
  "xyz": [[3.199, -0.656, -0.199], [2.021, -0.403, -0.083], [-2.828, 0.127, -0.820], [0.247, 0.058, -0.166], [-2.549, -0.538, 0.656], [4.234, -0.536, -0.619], [-2.040, 0.292, -1.285], [0.429, 0.962, 0.927], [-2.713, 0.694, 1.589]]
}

***

{
  "formula": "C2H4OS",
  "method": "ωB97M-V/def2-TZVPD",
  "lumo_ha": 0.0158,
  "mol_weight_g_mol": 76.1,
  "homo_energy_ha": -0.351,
  "orbital_gap_ev": 10.0,
  "charge": 0,
  "species": ["C", "C", "O", "S", "H", "H", "H", "H"],
  "xyz": [[-0.407, 0.318, 1.431], [0.005, 0.450, 0.178], [1.097, -0.136, -0.404], [1.028, -0.520, -1.945], [-1.420, 0.763, 1.759], [0.271, -0.154, 2.111], [-0.755, 0.959, -1.374], [0.182, -1.679, -1.757]]
}

***

{
  "formula": "C2H4OS",
  "method": "ωB97M-V/def2-TZVPD",
  "lumo_ha": 0.0075,
  "mol_weight_g_mol": 76.1,
  "homo_energy_ha": -0.332,
  "orbital_gap_ev": 9.2,
  "charge": 0,
  "species": ["C", "C", "O", "S", "H", "H", "H", "H"],
  "xyz": [[-1.022, 0.136, 0.637], [-0.102, 0.030, -0.471], [-0.779, 1.167, -0.318], [2.168, 0.074, 0.113], [-1.997, -0.333, 0.575], [-0.636, 0.329, 1.628], [-0.113, -0.570, -1.360], [2.479, -0.834, -0.803]]
}

***

{
  "formula": "C2H4OS",
  "method": "ωB97M-V/def2-TZVPD",
  "lumo_ha": [-0.0305, -0.0319],
  "mol_weight_g_mol": 76.1,
  "homo_energy_ha": [-0.310, -0.309],
  "orbital_gap_ev": [7.6, 7.5],
  "charge": 0,
  "species": ["C", "C", "O", "S", "H", "H", "H", "H"],
  "xyz": [[-2.694, 0.139, 0.708], [0.530, -0.764, 0.342], [-3.799, 0.096, 0.412], [-0.860, -1.229, -0.651], [-2.080, 0.512, 1.669], [1.029, 0.218, 0.149], [1.377, -1.453, 0.193], [0.437, -0.691, 1.439]]
}

***

{
  "formula": "C2H4OS",
  "method": "ωB97M-V/def2-TZVPD",
  "lumo_ha": 0.0104,
  "mol_weight_g_mol": 76.1,
  "homo_energy_ha": -0.302,
  "orbital_gap_ev": 8.5,
  "charge": 0,
  "species": ["C", "C", "O", "S", "H", "H", "H", "H"],
  "xyz": [[0.809, 0.047, 0.371], [-0.592, -0.299, 0.114], [-1.169, -0.530, -1.012], [0.216, 1.812, 0.006], [0.924, 0.054, 1.487], [1.538, -0.377, -0.245], [-1.171, -0.023, 0.955], [-0.555, -0.684, -1.676]]
}

***

Energy relative to the best compared isomer or geometry (same formula, charge and spin): 94.73, 67.89, 116.55, 65.47, 66.66, 47.46 (kcal per mole)